Computed, not measured: 2 unconnected molecules or ions with the total composition C2H5BrO3S in a non-equilibrium geometry, with ωB97M-V/def2-TZVPD.

Values from the calculation:
- spin multiplicity = 1
- total charge = 0
- energy above the lowest of the compared OMol25 structures with the same formula, charge and spin (kcal per mole) = 58.7
- HOMO level (spin up / spin down) (eV) = -9.4 / -9.4
- strongest force on any atom (Eh/bohr) = 0.067
- HOMO-LUMO gap (spin up / spin down) (eV) = 7.84 / 7.83

Each atom is followed by the atoms it is bonded to, with distances in Å.
Element x y z (Å)
1 C 0.7479 1.2078 1.1580  O5 1.433, H8 1.148, H9 1.172, H10 1.159
2 C -0.4730 -0.3694 -1.9164  Br7 1.818, H11 1.091, H12 1.143
3 O -1.5185 -1.8020 0.8789  S6 1.422
4 O 0.9231 -1.8134 0.9494  S6 1.464
5 O -0.4107 0.3751 1.2938  C1 1.433, S6 1.671
6 S -0.3091 -1.1235 0.5623  O3 1.422, O4 1.464, O5 1.671
7 Br -1.8750 0.7352 -1.5722  C2 1.818
8 H 0.2541 2.2403 1.2524  C1 1.148
9 H 1.1600 0.9158 0.1009  C1 1.172
10 H 1.5040 0.8269 1.9499  C1 1.159
11 H -0.6000 -1.2025 -2.6098  C2 1.091
12 H 0.5972 0.0097 -2.0472  C2 1.143

Results of the Löwdin charge analysis, in e, for atoms 1 through 8: -0.13 -0.56 -0.33 -0.34 -0.41 0.64 0.75 0.12